[1]
19
Properties=species:S:1:pos:R:3:forces:R:3 method="wB97M-V/def2-TZVPD" e_lumo_ev=0.71 smiles=CCOCOC.O homo_ev=-10.22
H -0.570617 1.659360 2.806787 0.134 -0.361 -0.085
O -0.339713 0.597441 -1.907107 0.411 1.539 -0.747
H 0.494222 1.853671 -3.381256 -0.384 -0.252 0.477
H 0.938876 1.621955 0.722072 -0.479 -0.127 -0.268
H -2.290676 0.640938 -1.300026 0.306 0.336 0.420
H 0.716371 0.422371 2.957929 -0.196 0.148 -0.479
H 2.253316 -4.991501 0.193602 -0.323 -0.800 0.621
H 2.508364 -5.730344 1.540338 -0.608 0.023 -0.878
O 1.927878 -5.738073 0.745833 0.931 0.780 0.255
C -0.155188 0.739883 2.361133 -0.771 0.120 0.631
C -0.274856 1.929269 -2.594223 0.188 -0.866 0.919
H -0.921730 -0.051768 2.409185 0.191 0.303 0.423
H 0.424867 -0.083101 0.565158 -0.052 0.546 -0.490
H -1.248302 -0.541565 -0.456701 0.264 0.151 -0.851
H 0.039848 2.696918 -1.867382 -0.165 -0.335 -0.233
H -1.222369 2.251330 -3.058009 0.118 -0.488 0.321
C -1.275743 0.476929 -0.889564 -1.294 0.165 0.502
C 0.094959 0.924193 0.884496 1.539 -0.408 1.206
O -1.099506 1.322094 0.267736 0.192 -0.475 -1.744

=====

[2]
10
Properties=species:S:1:pos:R:3:forces:R:3 method="wB97M-V/def2-TZVPD" e_lumo_ev=0.82 smiles="CONC=O" homo_ev=-10.11
H -0.001640 -0.173471 1.488533 -0.266 0.264 -1.149
O 0.488044 0.886484 -0.331226 1.583 -0.653 -2.032
H -0.005394 1.452053 1.374348 0.658 4.084 2.643
H -1.282133 0.678868 0.524740 -2.113 -0.076 0.018
O 2.188952 -1.140543 0.551377 -2.500 -0.228 -3.228
H 0.111145 -0.290651 -1.916530 0.431 -0.836 0.219
N 0.787695 -0.266424 -1.158421 -0.510 1.944 3.492
C -0.288207 0.687303 0.823411 0.835 -4.382 -1.043
H 1.573666 -1.999047 -1.224928 0.513 -2.457 -0.932
C 1.536172 -1.237609 -0.520217 1.368 2.340 2.013

=====

[3]
15
Properties=species:S:1:pos:R:3:forces:R:3 method="wB97M-V/def2-TZVPD" e_lumo_ev=-5.56 homo_ev=-13.96 charge=+1
H -1.090443 -0.434064 -1.884605 -0.592 0.025 -0.006
C -0.077644 -0.166062 -2.089010 1.326 0.808 -1.963
H 0.187491 0.297960 -3.087647 -0.553 -0.444 1.498
H -2.463803 0.986108 1.742685 1.020 0.947 -0.526
N -0.464671 1.679579 1.854464 -1.952 -0.241 -2.424
H -0.477104 -1.060943 0.168268 0.037 -0.213 -0.194
C 1.264104 -1.672513 0.792696 -0.154 0.061 0.276
H 0.140508 2.246155 1.211146 -0.495 -0.216 0.982
H 0.833566 -1.918954 1.758982 0.061 -0.348 -0.227
H -1.870286 2.224688 0.364560 -0.042 -0.656 0.655
N 0.497138 -1.197102 -0.109643 -0.073 0.593 1.963
H 1.950438 -0.372336 -1.373430 0.136 0.189 -0.104
H 2.326239 -1.751428 0.618722 0.133 0.044 -0.051
C 0.888464 -0.481042 -1.244447 -0.314 -0.606 -1.079
C -1.643997 1.619952 1.277258 1.462 0.060 1.199

=====

[4]
17
Properties=species:S:1:pos:R:3:forces:R:3 method="wB97M-V/def2-TZVPD" e_lumo_ev=0.85 smiles="CN(C)C(=O)CN" homo_ev=-8.91
H 1.308641 0.591387 -1.179086 0.415 -0.958 -0.097
H -2.022080 0.806154 -1.317533 -0.353 0.069 0.862
C -1.404078 -0.065901 -1.142899 1.573 -2.886 -1.466
H -1.991211 -2.151123 0.443901 0.428 0.092 -0.314
C 1.589476 0.594952 -0.127174 -2.038 0.569 1.798
N -0.845745 -0.338746 0.199525 -0.324 -0.573 -0.482
H 0.923003 2.481462 0.673119 1.254 -0.614 -1.167
N 1.748594 2.007796 0.230702 0.602 1.603 -1.180
H 2.167035 2.471578 -0.645665 -1.347 -0.252 2.283
O 0.546959 -0.009966 2.001690 -0.571 -0.144 -1.882
H -0.149509 -2.358904 0.705565 -0.911 0.511 -0.591
C -1.050951 -1.684624 0.756938 -0.407 -0.552 -0.128
H -0.603345 0.023898 -1.945107 -0.616 -0.178 0.914
H 2.546319 0.112915 0.193072 -1.099 -0.313 -0.660
C 0.332959 0.060750 0.789607 3.088 1.561 -0.044
H -1.147907 -1.464853 1.771127 -0.371 -0.325 1.873
H -1.948155 -1.076780 -1.407784 0.677 2.388 0.281

=====

[5]
10
Properties=species:S:1:pos:R:3:forces:R:3 method="wB97M-V/def2-TZVPD" e_lumo_ev=0.12 smiles="O=C/C(S)=C/O" homo_ev=-9.10
H 2.144567 -0.808533 -0.156764 -0.964 0.299 -0.193
O -1.333417 1.218675 -1.115460 -0.183 -0.099 1.815
C 0.059186 -0.236252 0.227647 -4.968 3.935 -0.880
H -0.603561 0.218703 2.423759 0.088 0.083 0.852
H -1.453959 1.354918 -2.039104 0.034 0.341 -1.113
S -1.573067 0.022267 1.552558 2.872 -0.871 -2.227
O 1.334369 -1.857837 1.288246 -0.154 -1.179 1.378
H 0.400868 0.527557 -1.762791 1.196 -0.044 -0.316
C -0.187643 0.571963 -0.877341 0.024 -2.472 1.299
C 1.212658 -1.011462 0.459252 2.056 0.006 -0.615

=====

[6]
126
Properties=species:S:1:pos:R:3:forces:R:3 method="wB97M-V/def2-TZVPD" e_lumo_ev="-1.68 / -3.72" multiplicity=3 homo_ev="-12.04 / -11.68" charge=+1
C 5.367237 3.422964 1.721636 0.869 -2.559 0.665
O -1.031280 -2.092383 1.709016 -0.954 -1.207 -0.570
H 3.413084 -7.639717 -3.219918 -0.346 -0.517 0.011
C 1.581069 -5.622157 -2.860942 0.146 1.340 0.293
H 1.678747 -5.550336 1.512886 -0.006 -0.084 0.205
O -2.305916 3.127701 -4.301294 2.835 0.689 0.000
H -1.564172 -0.909696 -2.779284 -0.227 0.067 0.534
F -5.316137 1.199303 0.390267 -0.407 -0.341 0.022
H 3.780929 -7.418247 -1.530576 -0.351 0.062 0.250
H 1.397664 -8.667987 -2.460261 -0.200 -0.052 0.404
O 0.801452 2.763044 0.519363 -2.759 3.794 0.651
C -0.095352 4.367521 7.143626 1.227 -3.421 4.743
H -1.988994 -3.842067 -1.990093 -0.025 -0.086 -0.223
C 0.685710 -0.821389 -5.341486 1.893 -1.027 0.457
O 0.839610 -6.741820 -2.710579 -0.026 -0.454 0.844
O 1.152995 -4.563325 -3.208083 0.135 -0.582 -0.101
O 4.225408 2.576974 1.461703 -2.077 3.308 1.316
H -0.211972 -1.133974 -5.874917 -0.026 -0.661 0.776
C -4.043573 -1.963226 -2.020055 -4.486 -0.628 4.339
H -0.278512 6.475267 0.404772 -0.195 0.196 0.021
H -3.114984 2.799909 -2.414856 0.033 0.309 -0.021
F 2.736696 -1.694186 -6.171299 1.868 0.470 -2.134
C 1.898705 -1.810320 -5.194792 -1.298 -0.316 0.309
C 2.030470 -2.774178 0.875333 0.437 1.071 -3.458
O 2.865279 -5.849441 -2.508591 -0.420 0.459 0.038
O 1.524951 2.455806 -3.680928 -0.457 -1.648 -0.808
H 3.403799 -4.762154 2.956647 -0.252 0.955 0.470
H -1.092998 3.318696 4.346121 0.005 -0.539 0.542
H -1.353505 0.646656 5.383874 0.019 -0.087 -0.156
O 1.860377 4.151451 -2.450420 0.729 2.654 2.594
H -1.602269 5.663857 2.252618 -0.610 -0.298 0.141
F -1.497223 -2.546155 -3.777042 1.479 -1.455 -3.694
H -2.623460 -5.469022 3.487631 0.084 0.185 0.117
H -0.470682 -0.513367 -0.869900 0.055 -4.049 -1.004
H 0.194151 5.003204 -3.466208 0.085 0.335 1.156
O 1.297256 0.621266 2.067362 -1.670 -0.573 3.883
O -3.882549 2.079678 1.887593 0.312 -0.370 -0.195
O 3.715649 0.555043 0.617982 2.548 2.403 0.931
C -0.046006 3.663623 0.602621 1.268 -2.641 -0.196
C -3.360958 1.403993 2.935579 0.399 1.281 0.701
O -3.167149 -2.503649 -0.988690 -2.322 0.890 -0.468
H -2.817161 -0.661062 0.697801 0.665 0.491 0.650
C -1.950182 -2.815108 -1.626842 -0.330 0.393 -0.181
O 2.002747 -4.010393 0.240888 -1.324 1.769 -1.679
C -1.072624 5.135276 5.353351 1.120 1.371 -2.436
C 1.246513 3.543464 -4.511271 -1.120 0.990 0.322
C 0.751270 0.261672 3.120757 0.911 -0.308 -0.271
O 2.682289 -2.955931 2.017081 0.633 0.130 1.162
H -3.416805 1.527454 -0.047273 -0.144 0.139 0.070
O -0.601050 5.418928 6.619528 -1.564 3.421 -1.426
O -2.851905 4.927542 -5.561606 -0.645 -2.422 0.818
H -1.811032 0.763396 -0.885819 -3.359 1.112 -0.919
O -2.977261 1.855328 3.994201 -0.738 -0.278 -1.466
O -5.242045 -1.731714 -1.898858 3.245 -0.863 0.506
H 5.188824 4.036520 2.604716 -0.101 -0.360 0.005
H -1.045341 -2.734465 -1.024460 -0.402 0.610 0.191
C -0.368721 0.251286 5.134901 -0.530 0.757 -0.206
C -2.054505 -1.882518 -2.815053 2.098 0.287 1.266
C -3.143560 3.886151 -5.005630 0.206 2.312 -0.463
F 2.241297 3.717887 -5.358101 1.859 -0.244 -1.574
O -3.399554 -1.743606 -3.084734 1.054 0.748 -2.375
F 5.616761 4.212962 0.689658 -0.213 0.661 -0.957
B -0.779383 0.506692 -0.701292 -0.797 -0.809 -0.013
H -4.387646 1.237922 -4.596844 -0.288 0.239 -0.453
C -1.688393 -5.393035 1.507995 -0.838 -2.089 -0.231
O -0.091676 3.330505 6.257882 0.228 -0.048 -0.050
H 7.385177 2.546308 1.406995 -0.140 0.271 -0.227
O -1.208236 -4.231940 0.953958 0.139 1.656 -0.928
H 3.132970 -5.781126 0.543949 -0.086 0.436 -0.515
C -0.303243 -1.097574 4.545713 -2.046 -1.792 -0.632
O 1.814457 -0.403799 -2.111977 -0.238 -1.903 -2.389
C -1.727463 -5.113986 2.978467 -0.838 -0.873 -0.013
H -1.815061 6.086781 -0.459069 0.458 -0.357 -0.451
O -0.263335 4.597556 -0.319228 0.988 -0.202 -1.863
C 3.016236 -7.240206 -2.286645 0.571 0.013 0.277
H 0.510066 3.997299 4.395825 0.108 0.313 0.131
C -3.000445 2.338254 -3.395600 0.790 -1.300 1.218
H 1.677253 -2.872843 -5.094263 -0.501 0.064 0.335
F 0.433770 0.388192 6.190016 0.768 -0.005 0.908
O 0.220735 4.299217 8.326721 -0.295 -0.144 -3.036
C 1.948536 2.866450 -2.506528 2.037 -3.505 3.497
H 6.625255 1.963983 2.806603 -0.759 -0.966 0.035
O 0.172394 1.046375 4.081560 0.378 0.412 -1.814
F -2.389645 5.014618 5.258535 -2.008 -0.194 0.967
H -1.022529 -6.225828 1.281744 0.011 0.040 0.032
C -0.409225 3.892176 4.971972 0.635 -1.619 -0.150
O -3.285808 0.132102 2.621521 1.463 -1.967 2.069
C 1.594077 -7.705849 -1.987182 0.079 -0.630 -1.409
O 5.875324 1.364965 0.863838 -0.959 -2.526 0.079
O 2.569497 -1.372169 -3.989174 -0.770 -0.803 -0.489
O 2.410392 2.104143 -1.587718 -1.553 3.733 -3.973
C -4.289620 2.187319 -4.070395 -1.536 -0.207 0.252
O 0.535221 -0.598340 -3.939042 -2.696 0.871 0.037
F 1.213360 -7.765288 -0.666405 0.397 0.514 -0.601
F -2.865655 4.767628 0.899504 -1.362 -0.490 0.814
H -0.548983 0.658833 0.341782 -0.488 0.608 4.345
C 1.611450 -0.849471 -3.244181 1.769 2.778 2.412
C 6.405552 2.242453 1.775929 1.658 3.405 0.462
H 1.763676 5.551959 -4.086971 0.518 0.047 0.892
F 4.576669 -4.144058 1.516880 0.749 0.751 -0.182
F -0.653002 -5.665407 3.566238 0.956 -0.286 0.763
C -1.346641 -3.246461 1.861294 2.561 2.469 -1.410
C 3.327620 -4.239456 2.003184 -0.455 -0.926 0.500
Pd 1.353174 0.542863 -0.145398 2.901 -0.418 0.768
C 4.526771 1.433395 0.987360 -1.199 -3.811 -2.619
O -0.963220 3.812818 1.603566 0.874 0.927 -0.366
C -1.010093 5.702836 0.167605 1.497 0.074 0.672
O 1.695973 -1.718688 0.298127 0.673 -4.209 2.588
C 1.252989 4.756477 -3.544282 -1.602 -1.767 -2.726
H 0.351726 3.364859 -5.107558 -0.184 -0.092 0.421
C -1.633726 5.054832 1.349173 -0.299 -0.132 0.742
O 0.714301 -1.013641 3.584578 1.288 0.398 -1.383
H -0.333467 -1.987698 5.174090 1.426 0.380 0.565
O -4.346774 3.325035 -4.881313 -1.187 0.401 -1.441
H -4.443423 -0.784709 1.215761 -0.120 -0.388 0.442
H -0.052427 1.093996 -1.240582 1.589 2.806 -3.235
F -5.320126 2.294882 -3.200030 -0.273 -0.248 0.251
C 2.511650 -5.033172 1.036529 -0.510 -0.050 0.855
H -1.188334 -1.379521 3.975437 -0.510 0.928 -0.172
C -3.560649 -0.152545 1.311592 -2.072 -0.853 -1.876
C -4.027779 1.152719 0.773938 0.659 2.278 -0.305
H 0.997146 0.076178 -5.875793 0.390 0.262 0.399
H -2.681114 -5.636623 1.129516 -0.071 0.095 -0.134
H -0.849258 5.869976 4.579774 0.482 0.895 0.690
O -1.616627 -3.739050 3.034550 -1.201 -0.212 2.294
H -2.501912 1.379657 -3.251884 0.206 0.166 -0.048

=====

[7]
7
Properties=species:S:1:pos:R:3:forces:R:3 method="wB97M-V/def2-TZVPD" e_lumo_ev=0.17 smiles=Oc1nnno1 homo_ev=-11.18
C 0.013993 0.341969 -0.068049 3.056 4.084 -2.716
O 0.380821 1.500153 -0.689731 -1.978 -0.800 2.429
H 1.022686 1.245848 -1.303894 1.736 -0.310 -1.859
O 0.438976 -0.743069 -0.548136 -1.115 -3.117 0.498
N -0.953987 -0.942542 1.222358 3.452 -3.280 -2.665
N -0.610321 0.296716 1.001152 -3.665 2.965 3.163
N -0.292169 -1.699075 0.386301 -1.486 0.459 1.151

=====

[8]
7
Properties=species:S:1:pos:R:3:forces:R:3 method="wB97M-V/def2-TZVPD" e_lumo_ev="7.03 / 7.07" homo_ev="0.10 / 0.87" charge=-2
O -1.861023 0.109541 0.947851 1.182 -0.184 -1.513
O 1.057846 -0.685882 1.631055 -1.386 0.860 -2.604
P 0.656451 -0.466189 0.138243 3.681 -1.676 1.549
N -1.102280 0.190689 -0.083271 -1.944 -0.542 4.078
O -1.431939 0.833878 -1.013810 -0.351 0.871 -2.261
O 0.736710 -1.723734 -0.728423 -0.693 1.461 0.375
O 1.944236 1.741695 -0.891645 -0.489 -0.791 0.376

=====

Table of energy above the lowest of the compared OMol25 structures with the same formula, charge and spin (kJ/mol), in record order: 140.7, 345.6, 328.9, 300.9, 243.5, 0.0, 205.1, 612.2